Molecular formula: C3H6N2O
Method: DFT, wB97M-V/def2-TZVPD

Output
- HOMO energy (eV) = -10.6
- HOMO-LUMO gap (eV) = 11.08
- SMILES = N=C=NC=O.C
- ΔE to the lowest compared entry with this formula, charge and spin (kcal per mole) = 40.6
- strongest force on any atom (eV/A) = 0.5
- 2S+1 = 1
- E (Eh) = -302.6283

Structure (XYZ):
```
12
Properties=species:S:1:pos:R:3:forces:R:3:nbo_charge:R:1
N -2.037 -1.890 -0.586 0.14 0.46 0.20 -0.692
C -1.592 -0.829 -0.207 0.07 -0.05 0.03 0.710
N -1.103 0.167 0.323 -0.24 -0.46 -0.18 -0.583
C -1.640 1.462 0.383 0.16 0.40 0.06 0.533
O -0.971 2.419 0.653 -0.29 -0.40 -0.12 -0.502
H -1.790 -2.344 -1.452 0.00 0.09 0.01 0.418
H -2.727 1.531 0.194 0.12 -0.06 0.00 0.116
C 2.372 -0.102 0.140 0.01 0.01 0.00 -0.855
H 2.265 -1.100 0.571 0.01 0.14 -0.06 0.208
H 3.362 0.292 0.381 -0.15 -0.05 -0.04 0.211
H 2.262 -0.160 -0.947 0.02 0.01 0.15 0.206
H 1.600 0.555 0.546 0.15 -0.10 -0.06 0.229
```
Forces are in eV/Å.